No. 1
ORCA calculation (the ωB97M-V functional and the def2-TZVPD basis) on a structure of composition C31H37FIrN2O2SSi2.

Values from the calculation:
Gap between HOMO and LUMO (spin up / spin down) ... 6.14 / 7.80 eV
E_LUMO (spin up / spin down) ... 0.16 / 0.16 eV
Spin multiplicity ... 2
Max |F| ... 0.007 hartree/bohr
Charge ... 0
<S²> ... 0.754
E_HOMO (spin up / spin down) ... -5.97 / -7.64 eV
Relative energy (zero: lowest compared OMol25 entry of this formula, charge and spin) ... 0.00 kcal/mol

Last column: Mulliken charge in e.
Positions of all 77 atoms, in Å:
Ir (0.2022, -0.8689, 0.3368)  1.26
S (-1.1102, -4.1593, -2.3580)  -0.32
C (-2.2646, -4.0533, -1.1003)  -0.68
C (-1.9870, -3.0576, -0.2156)  -0.79
C (-0.8032, -2.3193, -0.5397)  0.02
C (-0.2217, -2.8432, -1.6808)  0.15
C (1.0287, -2.3422, -2.1899)  0.97
C (1.6442, -2.7728, -3.3691)  -1.17
C (2.8367, -2.1947, -3.7510)  -0.73
C (3.3970, -1.1962, -2.9652)  -0.94
C (2.7284, -0.8176, -1.8180)  -0.32
N (1.5824, -1.3737, -1.4295)  0.35
H (-3.0964, -4.7393, -1.0776)  0.50
H (-2.6154, -2.8532, 0.6372)  0.21
H (1.1848, -3.5497, -3.9650)  0.50
H (3.3286, -2.5183, -4.6595)  0.41
H (4.3274, -0.7162, -3.2321)  0.49
H (3.1232, -0.0418, -1.1751)  0.21
C (0.4601, 3.9101, -0.3330)  -1.53
Si (0.2240, 2.2282, 0.4266)  0.64
C (1.8863, 1.4914, 0.8471)  -0.11
C (-0.8114, 2.3602, 1.9763)  0.08
C (-0.9002, 3.6345, 2.5500)  -0.86
C (-1.4946, 3.8333, 3.7879)  -0.80
C (-2.0098, 2.7469, 4.4762)  -0.70
C (-1.9427, 1.4806, 3.9113)  -0.91
C (-1.3534, 1.2579, 2.6651)  0.88
Si (-1.5251, -0.4506, 1.8391)  1.85
C (-1.8435, -1.6957, 3.2272)  -1.76
C (-3.2028, -0.2437, 0.9482)  -1.64
H (1.0202, 4.5669, 0.3346)  0.44
H (-0.5006, 4.3839, -0.5463)  0.38
H (1.0134, 3.8164, -1.2667)  0.37
H (2.2755, 1.9581, 1.7540)  0.52
H (2.5918, 1.6630, 0.0315)  0.32
H (1.9149, 0.4091, 1.0642)  -0.73
H (-0.4938, 4.4948, 2.0323)  0.31
H (-1.5487, 4.8283, 4.2111)  0.41
H (-2.4711, 2.8846, 5.4466)  0.41
H (-2.3668, 0.6476, 4.4599)  0.30
H (-2.7865, -1.4848, 3.7367)  0.55
H (-1.0509, -1.6964, 3.9781)  0.32
H (-1.9141, -2.7103, 2.8280)  0.41
H (-4.0134, -0.6890, 1.5325)  0.44
H (-3.2232, -0.6872, -0.0450)  0.22
H (-3.4259, 0.8205, 0.8404)  0.43
F (5.5226, 0.0728, 3.7164)  -0.37
C (4.4449, -0.5539, 3.1916)  0.57
C (4.5883, -1.2515, 2.0091)  -0.95
C (3.4749, -1.8851, 1.4770)  0.18
C (2.2284, -1.8217, 2.1030)  -0.68
C (1.0143, -2.3992, 1.4509)  -1.50
C (2.1378, -1.1191, 3.3067)  0.60
C (3.2386, -0.4813, 3.8586)  -1.00
H (5.5561, -1.2968, 1.5276)  0.46
H (3.5688, -2.4378, 0.5490)  0.44
H (0.3219, -2.7981, 2.1913)  0.73
H (1.2986, -3.2204, 0.7860)  0.74
H (1.1792, -1.0517, 3.8065)  0.15
H (3.1714, 0.0686, 4.7878)  0.46
O (0.9135, 1.6686, -2.4714)  -0.63
C (-0.1911, 1.0210, -2.0211)  -0.19
O (-0.4956, 1.1780, -0.6991)  -0.65
C (-1.1153, 0.3547, -2.9740)  1.13
N (-0.8549, 0.9639, -4.3021)  -0.69
C (-1.9195, 1.9580, -4.4931)  -0.72
C (-3.1659, 1.3267, -3.8765)  -0.78
C (-2.6172, 0.5876, -2.6468)  -0.53
H (-0.9190, -0.7258, -3.0512)  0.37
H (-0.9221, 0.2518, -5.0184)  0.35
H (0.8029, 1.6556, -3.4476)  0.43
H (-2.0216, 2.2065, -5.5487)  0.50
H (-1.6481, 2.8721, -3.9569)  0.21
H (-3.6039, 0.6205, -4.5859)  0.26
H (-3.9322, 2.0584, -3.6203)  0.38
H (-3.1337, -0.3539, -2.4647)  0.36
H (-2.7148, 1.1903, -1.7452)  0.01

Forces on atoms 1 to 3 (eV/Å):
0.1 0.0 0.0
0.0 0.0 0.0
0.0 0.0 0.0

***

No. 2
ORCA calculation (the ωB97M-V functional and the def2-TZVPD basis) on a structure of composition C31H38As2BF4IN2O10PS2V.

Values from the calculation:
Gap between HOMO and LUMO (spin up / spin down) ... 6.50 / 6.50 eV
E_LUMO (spin up / spin down) ... -7.42 / -7.43 eV
Max |F| ... 0.017 hartree/bohr
Charge ... +2
E_HOMO (spin up / spin down) ... -13.93 / -13.93 eV
Relative energy (zero: lowest compared OMol25 entry of this formula, charge and spin) ... 0.00 kcal/mol

Last column: Mulliken charge in e.
Positions of all 93 atoms, in Å:
V (0.4006, 0.8055, -0.4481)  0.36
N (3.4266, 1.7981, 2.1176)  -0.27
C (2.3081, 1.8223, 1.4247)  0.98
O (1.9262, 0.7792, 0.8225)  -0.02
C (1.4765, 3.0566, 1.2972)  -1.41
C (0.2926, 2.7545, 0.4046)  -0.90
H (3.9884, 0.9603, 2.1463)  0.25
H (3.7500, 2.6160, 2.6101)  0.25
H (2.1026, 3.8511, 0.8829)  0.38
H (1.1565, 3.3595, 2.2994)  0.45
H (0.1646, 3.4512, -0.4179)  0.99
H (-0.6533, 2.6332, 0.9383)  0.48
C (-1.6973, 2.8086, 6.1028)  -0.76
O (-2.1539, 2.0074, 4.9890)  -0.28
C (-1.2978, 1.7879, 4.0180)  -0.56
O (-0.1474, 2.1775, 3.9883)  -0.58
C (-1.8837, 1.1238, 2.8124)  0.54
C (-3.1866, 0.8441, 2.6114)  -0.30
As (-3.8093, -0.3477, 4.0471)  0.35
C (-5.6782, -0.6592, 3.6168)  -1.21
C (-2.8716, -1.7516, 2.9016)  0.65
C (-1.8748, -1.6201, 2.0212)  -0.20
As (-0.7176, -0.0215, 1.7787)  2.36
C (0.6223, -0.4947, 3.1087)  -1.74
C (-1.2145, -2.7233, 1.2603)  -0.48
O (0.0030, -2.7470, 1.2062)  -0.65
O (-1.9119, -3.6712, 0.6708)  -0.41
C (-3.2920, -3.5126, 0.2540)  -0.61
C (-3.4820, -3.1029, 3.1996)  0.17
O (-4.5974, -3.3528, 2.8376)  -0.51
O (-2.7699, -4.0010, 3.8744)  -0.37
C (-1.5467, -3.6573, 4.5351)  -0.49
C (-3.7175, 0.6653, 1.2160)  0.52
O (-4.4749, -0.1913, 0.8450)  -0.63
O (-3.2428, 1.6483, 0.4474)  -0.21
C (-3.8024, 1.6921, -0.8817)  -0.67
H (-2.6006, 3.1777, 6.5777)  0.26
H (-1.0766, 3.6268, 5.7438)  0.32
H (-1.1340, 2.1755, 6.7855)  0.33
H (-6.1939, 0.2407, 3.9591)  0.47
H (-6.0165, -1.5082, 4.2080)  0.45
H (-5.8517, -0.8371, 2.5625)  0.31
H (0.0890, -0.8936, 3.9737)  0.53
H (1.2002, 0.3722, 3.4084)  0.46
H (1.2442, -1.2694, 2.6655)  0.53
H (-3.9103, -4.1847, 0.8395)  0.40
H (-3.3048, -3.8084, -0.7933)  0.30
H (-3.6180, -2.4802, 0.3652)  0.22
H (-1.3692, -4.4671, 5.2369)  0.37
H (-1.6512, -2.7193, 5.0842)  0.27
H (-0.7213, -3.6012, 3.8256)  0.18
H (-3.4460, 2.6203, -1.3153)  0.21
H (-4.8893, 1.6846, -0.8205)  0.52
H (-3.4560, 0.8297, -1.4473)  0.12
S (2.0107, 2.2552, -1.7276)  -0.56
P (2.8390, 0.5834, -2.5089)  1.73
S (1.5072, -0.7515, -1.7036)  -0.57
C (4.5045, 0.2388, -1.9537)  0.50
C (4.7254, -0.4670, -0.7694)  -0.54
C (6.0219, -0.6930, -0.3388)  -0.92
C (7.0921, -0.2088, -1.0800)  -0.50
C (6.8727, 0.4947, -2.2553)  -0.71
C (5.5805, 0.7150, -2.7009)  -0.59
C (2.8102, 0.4985, -4.2859)  0.86
C (2.4374, 1.5946, -5.0553)  -0.43
C (2.4550, 1.4916, -6.4375)  -0.75
C (2.8336, 0.3012, -7.0374)  -0.48
C (3.2071, -0.7948, -6.2657)  -0.78
C (3.2030, -0.6993, -4.8882)  -0.38
H (3.8867, -0.8550, -0.2052)  0.62
H (6.2026, -1.2625, 0.5624)  0.47
H (8.1040, -0.3935, -0.7469)  0.42
H (7.7091, 0.8615, -2.8323)  0.43
H (5.4147, 1.2484, -3.6281)  0.46
H (2.1278, 2.5161, -4.5804)  0.37
H (2.1713, 2.3392, -7.0440)  0.46
H (2.8458, 0.2244, -8.1153)  0.45
H (3.5077, -1.7170, -6.7418)  0.45
H (3.5023, -1.5502, -4.2874)  0.44
F (-2.6075, 2.4170, -3.7773)  -0.18
B (-1.3346, 2.6997, -3.6224)  0.26
F (-0.9227, 1.3667, -1.3696)  -0.34
F (-0.4351, 1.9194, -4.1800)  0.15
F (-0.9781, 3.7738, -2.9606)  -0.19
N (-0.7385, -3.0125, -2.0052)  0.07
C (-1.3061, -1.8127, -1.9965)  -0.39
O (-1.3461, -1.1083, -0.9727)  0.40
C (-1.9579, -1.3218, -3.2636)  -0.92
I (-0.7653, -1.5800, -5.0094)  0.12
H (-0.3349, -3.3763, -1.1513)  0.22
H (-0.6761, -3.5510, -2.8550)  0.21
H (-2.1743, -0.2627, -3.1638)  -0.14
H (-2.8836, -1.8680, -3.4428)  0.57

Forces on atoms 1 to 3 (eV/Å):
0.0 -0.2 -0.9
-0.2 0.1 0.0
0.2 -0.1 0.0

***

No. 3
ORCA calculation (the ωB97M-V functional and the def2-TZVPD basis) on a structure of composition C31H38AsN5OSeTi.

Values from the calculation:
Gap between HOMO and LUMO (spin up / spin down) ... 5.33 / 6.01 eV
E_LUMO (spin up / spin down) ... 2.39 / 2.39 eV
Spin multiplicity ... 2
Max |F| ... 0.025 hartree/bohr
Charge ... -1
<S²> ... 0.771
E_HOMO (spin up / spin down) ... -2.94 / -3.62 eV
Relative energy (zero: lowest compared OMol25 entry of this formula, charge and spin) ... 14.47 kcal/mol

Last column: Mulliken charge in e.
Positions of all 78 atoms, in Å:
Ti (0.4330, 0.4451, 0.1581)  -1.29
C (-2.7287, -2.2422, -3.3763)  -1.22
N (-2.2278, -1.7095, -2.1315)  0.90
C (-3.2595, -1.0582, -1.3513)  -0.92
C (-1.4380, -2.6160, -1.3636)  -0.05
C (-1.9699, -3.8638, -1.0268)  -0.17
C (-1.2541, -4.7907, -0.2923)  -0.88
C (0.0279, -4.4614, 0.1394)  -0.67
C (0.5724, -3.2360, -0.1852)  -0.44
C (-0.1329, -2.2923, -0.9557)  -0.80
N (0.4887, -1.0622, -1.2605)  0.92
C (1.7206, -1.1602, -1.8730)  0.30
C (2.1672, -2.3089, -2.5455)  -0.68
C (3.4352, -2.3935, -3.0928)  -0.83
C (4.3132, -1.3289, -3.0031)  -1.05
C (3.8808, -0.1650, -2.3792)  -0.55
C (2.6176, -0.0642, -1.8303)  0.41
N (2.1387, 1.1964, -1.2701)  1.28
C (3.1638, 1.9411, -0.5122)  -1.24
C (1.7276, 2.0483, -2.4067)  -1.50
H (-3.5501, -2.9723, -3.2551)  0.35
H (-3.1098, -1.4201, -3.9862)  0.29
H (-1.9190, -2.7264, -3.9223)  0.33
H (-3.7256, -0.2731, -1.9480)  0.45
H (-4.0484, -1.7660, -1.0278)  0.39
H (-2.8145, -0.5858, -0.4763)  -0.12
H (-2.9744, -4.0980, -1.3617)  0.25
H (-1.6847, -5.7554, -0.0561)  0.33
H (0.6103, -5.1645, 0.7228)  0.43
H (1.5616, -2.9524, 0.1526)  0.55
H (1.5049, -3.1604, -2.6247)  0.43
H (3.7310, -3.3101, -3.5880)  0.37
H (5.3125, -1.3911, -3.4104)  0.38
H (4.5497, 0.6827, -2.3139)  0.34
H (3.9181, 2.3599, -1.1861)  0.44
H (2.6568, 2.7624, -0.0007)  0.21
H (3.6028, 1.2813, 0.2313)  0.33
H (2.6119, 2.2998, -3.0080)  0.48
H (1.0057, 1.5169, -3.0226)  0.34
H (1.2589, 2.9552, -2.0239)  0.43
C (1.8376, 3.8754, 4.7950)  -0.49
C (1.6383, 2.5127, 4.6259)  -0.96
C (1.1285, 2.0120, 3.4407)  -0.51
C (0.8003, 2.8625, 2.3838)  0.04
C (1.0043, 4.2368, 2.5608)  -0.34
C (1.5182, 4.7277, 3.7459)  -0.65
N (0.2482, 2.3623, 1.1796)  1.59
N (-0.5080, 3.3194, 0.6402)  -1.02
C (-1.0736, 2.9509, -0.5508)  0.10
C (-1.8645, 3.9100, -1.2173)  -0.29
C (-2.4041, 3.6096, -2.4461)  -0.70
C (-2.1606, 2.3577, -3.0202)  -1.02
C (-1.3874, 1.4240, -2.3433)  -0.11
C (-0.8257, 1.6815, -1.0887)  1.68
H (2.2405, 4.2658, 5.7207)  0.37
H (1.8937, 1.8196, 5.4192)  0.36
H (1.0374, 0.9485, 3.2950)  0.47
H (0.7514, 4.9106, 1.7562)  0.43
H (1.6751, 5.7951, 3.8462)  0.35
H (-2.0231, 4.8729, -0.7474)  0.45
H (-3.0052, 4.3446, -2.9702)  0.34
H (-2.5704, 2.1222, -3.9966)  0.41
H (-1.2014, 0.4543, -2.7913)  0.31
C (-1.8555, 0.0968, 3.9482)  -1.01
As (-1.3098, -1.1676, 2.6119)  0.67
C (0.0608, -2.2726, 3.3615)  -1.07
C (-2.7866, -2.3321, 2.2422)  -0.92
O (-1.0829, -0.2868, 1.2094)  -0.16
H (-2.1920, -0.4335, 4.8410)  0.45
H (-2.6651, 0.6993, 3.5368)  0.34
H (-1.0155, 0.7479, 4.1844)  0.19
H (-0.4427, -2.8461, 4.1460)  0.50
H (0.8700, -1.6554, 3.7441)  0.33
H (0.4619, -2.9221, 2.5871)  0.19
H (-3.0923, -2.8381, 3.1585)  0.47
H (-2.4699, -3.0612, 1.4972)  0.07
H (-3.6100, -1.7431, 1.8417)  0.34
Se (2.2068, -0.5221, 1.5161)  -0.68

Forces on atoms 1 to 3 (eV/Å):
0.6 -0.2 1.1
0.0 -0.1 0.0
0.1 0.2 0.0

***

Number 1: total energy -2644.8959 hartree. Number 2: total energy -9340.9934 hartree. Number 3: total energy -7039.8345 hartree.